Entry 1:
Entry from the OMol25 dataset: a 10-piece molecular cluster, C4H25N2O9 overall (the ωB97M-V functional and the def2-TZVPD basis).

## Properties
- HOMO: -12.27 eV
- Energy relative to the best compared isomer or geometry (same formula, charge and spin): 162.0 kJ/mol
- Frontier orbital gap: 0.357 hartree
- Lowest unoccupied orbital energy: -2.5 eV
- Net charge: +1

The geometry in XYZ format:
```
40
Properties=species:S:1:pos:R:3:nbo_charge:R:1
C 2.439 1.210 -1.107 -0.679
C 1.228 1.000 -0.355 0.141
C 0.036 1.609 -0.484 -0.037
N -0.856 0.986 0.389 -0.505
C -0.189 0.082 1.117 0.257
N 1.038 -0.055 0.544 -0.492
H 3.345 0.913 -0.610 0.251
H 2.596 2.271 -1.410 0.236
H 2.681 0.636 -2.008 0.253
H -0.345 2.319 -1.221 0.233
H -1.916 0.884 0.466 0.487
H -0.461 -0.493 2.014 0.271
H 1.793 -0.556 1.052 0.472
H -0.611 -1.728 -2.621 0.500
H 0.713 -1.447 -1.834 0.467
O 0.343 -1.930 -2.581 -0.979
H 1.983 -4.177 -1.796 0.513
H 0.678 -3.559 -1.305 0.505
O 1.402 -4.138 -1.007 -0.953
H 4.001 -1.537 1.969 0.506
H 2.435 -1.995 1.755 0.515
O 3.082 -1.275 1.896 -1.013
H -3.655 1.083 -0.723 0.530
H -4.265 -0.023 0.465 0.522
O -3.597 0.533 0.062 -1.014
H 1.273 -3.695 0.373 0.515
H 0.732 -3.622 1.959 0.485
O 1.292 -3.205 1.301 -1.039
H -2.096 0.126 -2.990 0.493
H -2.665 -1.207 -2.555 0.484
O -1.948 -0.591 -2.357 -0.951
H 0.494 4.383 0.959 0.489
H 1.796 4.133 -0.022 0.488
O 1.231 3.838 0.692 -0.970
H -2.302 0.256 4.423 0.483
H -0.951 0.953 4.514 0.483
O -1.499 0.426 3.918 -0.960
H -2.575 3.008 -1.107 0.471
H -3.180 3.398 -2.343 0.494
O -2.997 2.573 -1.865 -0.953
```


Entry 2:
Entry from the OMol25 dataset: a 2-piece molecular cluster, C4H11N2O overall (the ωB97M-V functional and the def2-TZVPD basis).

## Properties
- HOMO: -11.83 eV
- Energy relative to the best compared isomer or geometry (same formula, charge and spin): 206.2 kJ/mol
- Frontier orbital gap: 0.292 hartree
- Lowest unoccupied orbital energy: -3.9 eV
- Net charge: +1

The geometry in XYZ format:
```
18
Properties=species:S:1:pos:R:3:nbo_charge:R:1
N -2.030 -0.674 2.962 -0.711
C -2.148 -0.868 1.669 0.397
N -1.163 -0.694 0.834 -0.717
H -1.085 -0.514 3.410 0.437
H -2.845 -0.894 3.576 0.449
H -3.123 -1.251 1.382 0.239
H -1.354 -0.677 -0.187 0.454
H -0.192 -0.675 1.106 0.436
C 1.756 0.234 -0.081 -0.637
C 1.594 0.138 -1.621 -0.313
C 1.020 1.095 -2.365 0.133
O 0.731 0.936 -3.719 -0.665
H 2.788 0.378 0.252 0.241
H 1.159 1.045 0.426 0.204
H 1.499 -0.732 0.412 0.172
H 1.964 -0.780 -2.095 0.227
H 0.775 2.074 -1.937 0.169
H 0.654 1.860 -4.025 0.484
```


Entry 3:
Entry from the OMol25 dataset: the molecule C3H4OS (the ωB97M-V functional and the def2-TZVPD basis).

## Properties
- HOMO: -9.05 eV
- Energy relative to the best compared isomer or geometry (same formula, charge and spin): 178.0 kJ/mol
- Frontier orbital gap: 0.313 hartree
- Lowest unoccupied orbital energy: -0.5 eV
- Net charge: 0
- SMILES: C=COC=S

The geometry in XYZ format:
```
9
Properties=species:S:1:pos:R:3:nbo_charge:R:1
C -1.680 0.733 -0.005 -0.485
C -0.619 -0.062 0.047 0.128
C 1.835 -0.553 -0.039 -0.030
O 0.615 0.458 -0.001 -0.520
S 3.314 0.000 -0.057 0.139
H -2.674 0.337 0.048 0.208
H -1.562 1.798 -0.093 0.210
H -0.698 -1.141 0.140 0.164
H 1.468 -1.568 -0.041 0.187
```


Entry 4:
Entry from the OMol25 dataset: the molecule C18H19FN2O (the ωB97M-V functional and the def2-TZVPD basis).

## Properties
- HOMO: -7.63 eV
- Energy relative to the best compared isomer or geometry (same formula, charge and spin): 105.5 kJ/mol
- Frontier orbital gap: 0.305 hartree
- Lowest unoccupied orbital energy: 0.7 eV
- Net charge: 0
- SMILES: CC1(C)CN(c2ccccc2)N(Cc2ccc(F)cc2)C1=O

The geometry in XYZ format:
```
41
Properties=species:S:1:pos:R:3:nbo_charge:R:1
C -3.305 -2.731 0.264 -0.599
H -4.234 -2.637 -0.294 0.209
H -3.492 -2.472 1.304 0.213
H -2.972 -3.765 0.228 0.233
C -2.231 -1.833 -0.333 -0.137
C -1.989 -2.168 -1.806 -0.601
H -2.914 -2.074 -2.371 0.211
H -1.248 -1.495 -2.232 0.220
H -1.626 -3.189 -1.898 0.223
C -0.906 -1.986 0.420 0.679
O -0.431 -2.998 0.888 -0.622
N -0.325 -0.765 0.475 -0.275
C 0.730 -0.466 1.417 -0.256
C 2.109 -0.461 0.805 -0.054
C 3.043 0.499 1.173 -0.187
C 4.315 0.490 0.630 -0.281
C 4.637 -0.493 -0.289 0.391
C 3.729 -1.464 -0.668 -0.274
C 2.464 -1.445 -0.111 -0.180
H 1.746 -2.204 -0.380 0.232
H 4.018 -2.220 -1.381 0.231
F 5.875 -0.503 -0.829 -0.325
H 5.050 1.229 0.905 0.230
H 2.774 1.265 1.885 0.216
H 0.692 -1.266 2.168 0.249
H 0.520 0.492 1.902 0.224
N -1.161 0.220 -0.103 -0.282
C -0.885 1.570 -0.072 0.231
C -1.902 2.507 0.134 -0.284
C -1.624 3.860 0.091 -0.190
C -0.337 4.310 -0.148 -0.252
C 0.672 3.387 -0.373 -0.177
C 0.405 2.034 -0.351 -0.287
H 1.189 1.327 -0.568 0.228
H 1.676 3.723 -0.585 0.214
H -0.125 5.368 -0.170 0.213
H -2.423 4.568 0.256 0.213
H -2.911 2.178 0.329 0.212
C -2.498 -0.335 -0.140 -0.207
H -3.049 -0.161 0.798 0.180
H -3.053 0.105 -0.970 0.216
```


Entry 5:
Entry from the OMol25 dataset: a 15-piece molecular cluster, C27H40BCl43FIO12P2 overall (the ωB97M-V functional and the def2-TZVPD basis).

## Properties
- HOMO: -9.29 eV
- Frontier orbital gap: 0.315 hartree
- Lowest unoccupied orbital energy: -0.7 eV
- Net charge: 0

The geometry in XYZ format:
```
127
Properties=species:S:1:pos:R:3:mulliken_charge:R:1
C -2.052 -2.940 -4.921 -0.661
C -0.737 -2.065 -5.274 0.255
O -0.423 -1.083 -4.243 -0.479
C 0.961 -1.225 -3.917 -0.209
O 1.690 -0.813 -5.116 -0.371
B 1.675 0.625 -5.238 0.613
O 2.784 1.394 -4.737 -0.640
O 0.562 1.245 -5.904 -0.583
O 1.439 -0.421 -2.866 0.413
C 1.101 -0.765 -1.524 -0.097
C -0.081 -1.760 -1.219 -1.231
C 0.000 -3.295 -1.547 -0.143
C 1.269 -4.124 -1.086 0.171
Cl 0.789 -5.920 -1.165 -0.210
C 2.508 -1.087 -0.763 0.483
C 3.591 -1.566 -1.876 -0.460
O 4.790 -2.150 -1.318 -0.385
C 4.624 -3.508 -0.948 0.740
C 4.452 -3.937 0.580 0.040
O 4.622 -4.377 -1.841 -0.578
O 3.090 0.069 -0.120 -0.166
C 3.570 -0.196 1.186 0.088
F 4.860 -0.782 1.251 -0.283
C 3.714 1.253 1.906 0.112
P 3.685 1.157 3.780 0.946
O 5.101 1.102 4.352 -0.660
O 2.930 2.593 4.328 -0.433
O 2.785 -0.163 4.356 -0.476
P 0.384 0.921 -0.854 -0.144
O 1.461 2.199 -1.316 0.062
I 0.183 0.808 1.627 -0.118
H -2.267 -3.540 -5.881 0.280
H -2.928 -2.281 -4.633 0.109
H -1.813 -3.739 -4.131 0.150
H -0.887 -1.492 -6.258 0.212
H 0.098 -2.822 -5.474 -0.045
H 1.292 -2.317 -3.765 0.433
H 3.490 0.714 -4.611 0.288
H -0.219 1.214 -5.315 0.305
H -0.331 -1.656 -0.097 0.440
H -1.020 -1.344 -1.744 0.450
H -0.914 -3.803 -1.062 0.485
H -0.150 -3.483 -2.672 -0.227
H 2.070 -4.012 -1.892 -0.011
H 1.643 -3.923 -0.037 0.020
H 2.360 -1.879 0.054 0.062
H 3.939 -0.640 -2.460 -0.076
H 3.158 -2.301 -2.625 0.455
H 4.242 -5.057 0.606 0.330
H 3.588 -3.353 1.031 0.018
H 5.417 -3.771 1.189 -0.294
H 2.801 -0.767 1.821 0.229
H 2.960 1.969 1.452 -0.212
H 4.762 1.615 1.604 0.428
H 1.972 2.437 4.156 0.190
H 1.989 -0.251 3.784 0.234
H 2.230 1.800 -1.790 0.241
C 0.488 4.545 -2.858 0.788
Cl -1.123 4.691 -2.138 -0.053
Cl 0.463 3.425 -4.227 -0.061
Cl 1.091 6.131 -3.360 -0.149
H 1.162 4.146 -2.104 -0.508
C 2.996 6.251 0.580 -0.068
Cl 4.416 5.950 1.591 -0.130
Cl 3.473 6.959 -0.969 -0.117
Cl 2.088 4.753 0.327 -0.013
H 2.352 6.959 1.096 0.297
C -5.106 -2.553 -7.582 0.716
Cl -3.750 -1.490 -7.980 -0.105
Cl -4.810 -4.190 -8.185 -0.116
Cl -5.383 -2.574 -5.836 -0.112
H -6.001 -2.166 -8.067 -0.380
C 0.483 -3.646 -8.961 -0.116
Cl 1.313 -2.088 -9.069 -0.101
Cl 0.873 -4.453 -7.436 -0.084
Cl -1.264 -3.429 -9.121 -0.073
H 0.826 -4.274 -9.778 0.390
C -1.328 3.827 4.038 -0.249
Cl -0.411 2.574 4.892 -0.134
Cl -0.812 3.936 2.350 0.053
Cl -3.063 3.501 4.136 -0.056
H -1.131 4.783 4.519 0.393
C -2.671 3.827 8.205 0.603
Cl -4.321 3.286 8.539 -0.138
Cl -1.640 2.452 7.781 -0.100
Cl -2.661 5.034 6.911 -0.105
H -2.274 4.288 9.105 -0.306
C -4.631 6.028 -0.246 0.571
Cl -3.984 4.588 -1.044 -0.081
Cl -3.558 6.549 1.062 -0.107
Cl -4.867 7.335 -1.415 -0.137
H -5.597 5.774 0.185 -0.246
C -8.916 -3.458 -8.815 0.072
Cl -7.865 -2.096 -9.234 -0.162
Cl -9.523 -4.245 -10.277 -0.117
Cl -8.055 -4.618 -7.795 -0.094
H -9.766 -3.074 -8.255 0.305
C 3.827 -6.973 -8.692 -0.021
Cl 4.424 -6.322 -7.161 -0.102
Cl 2.978 -8.503 -8.429 -0.124
Cl 2.767 -5.805 -9.494 -0.115
H 4.679 -7.162 -9.340 0.336
C -7.290 3.230 1.739 -0.024
Cl -6.640 1.793 0.941 -0.106
Cl -6.216 3.758 3.042 -0.076
Cl -7.534 4.536 0.569 -0.137
H -8.254 2.975 2.172 0.352
C -2.050 -1.099 8.800 0.836
Cl -3.248 -1.044 10.099 -0.111
Cl -0.519 -1.760 9.392 -0.111
Cl -2.653 -2.052 7.436 -0.136
H -1.874 -0.083 8.457 -0.448
C -1.742 6.723 11.028 0.058
Cl -3.349 6.139 10.570 -0.096
Cl -0.498 5.553 10.564 -0.124
Cl -1.419 8.298 10.291 -0.114
H -1.716 6.839 12.109 0.315
C -0.744 0.035 13.520 -0.002
Cl -1.221 0.944 12.080 -0.047
Cl -1.094 0.962 14.986 -0.130
Cl -1.562 -1.533 13.565 -0.109
H 0.329 -0.140 13.474 0.290
C 6.006 -2.109 4.155 1.024
Cl 4.858 -3.161 4.997 -0.158
Cl 7.407 -1.773 5.179 -0.142
Cl 6.515 -2.845 2.625 -0.232
H 5.510 -1.166 3.935 -0.605
```


Entry 6:
Entry from the OMol25 dataset: the molecule C2H4N4 (the ωB97M-V functional and the def2-TZVPD basis).

## Properties
- HOMO: -8.79 eV
- Energy relative to the best compared isomer or geometry (same formula, charge and spin): 143.2 kJ/mol
- Frontier orbital gap: 0.349 hartree
- Lowest unoccupied orbital energy: 0.7 eV
- Net charge: 0
- SMILES: Nc1cnn[nH]1

The geometry in XYZ format:
```
10
Properties=species:S:1:pos:R:3:nbo_charge:R:1
N -1.628 0.127 0.269 -0.809
C -0.237 0.063 0.169 0.287
C 0.762 1.011 0.226 -0.201
N 1.907 0.458 -0.276 -0.219
N 1.725 -0.782 -0.529 -0.069
N 0.430 -1.076 -0.264 -0.407
H -2.060 -0.692 -0.136 0.380
H -2.057 0.960 -0.127 0.395
H 0.833 1.988 0.689 0.224
H 0.323 -2.058 -0.021 0.419
```


Entry 7:
Entry from the OMol25 dataset: a 2-piece molecular cluster, C3H10S2 overall (the ωB97M-V functional and the def2-TZVPD basis).

## Properties
- HOMO (spin up / spin down): -12.52 / -12.51 eV
- Energy relative to the best compared isomer or geometry (same formula, charge and spin): 138.4 kJ/mol
- Frontier orbital gap (spin up / spin down): 0.319 / 0.149 hartree
- Spin multiplicity: 2
- Lowest unoccupied orbital energy (spin up / spin down): -3.8 / -8.5 eV
- Net charge: +1
- <S²>: 0.753

The geometry in XYZ format:
```
15
Properties=species:S:1:pos:R:3:mulliken_spin:R:1
C 0.728 -2.197 0.587 -0.043
C 0.190 -0.633 -1.838 -0.054
S 0.547 -2.427 -1.262 0.958
H 1.307 -1.253 0.856 0.021
H 1.381 -2.934 0.866 -0.003
H 0.201 0.062 -1.070 0.012
H 1.147 -0.251 -2.324 0.043
H -0.701 -0.603 -2.433 0.016
H -0.304 -2.154 0.935 0.050
C -0.585 2.330 0.521 0.000
S -0.408 1.126 1.899 0.001
H -1.595 1.056 2.573 0.000
H 0.234 2.831 0.155 0.000
H -1.162 3.228 0.908 0.000
H -0.978 1.819 -0.375 -0.001
```